Below is a structure of composition C37H51BN10O2PW in a non-equilibrium geometry, with properties calculated with ωB97M-V with the def2-TZVPD basis set.

Calculated values
energy relative to the best compared isomer or geometry (same formula, charge and spin) = 16.1 kcal/mol
E = -2571.22579 Ha

The geometry in ORCA input format:
```
! wB97M-V def2-TZVPD RIJCOSX def2/J DEFGRID3
* xyz 3 1
W 0.243 0.513 0.337
C 0.208 4.168 -1.664
C 1.100 3.711 -0.564
C 2.170 4.442 -0.044
C 2.705 3.694 0.985
C 3.861 3.983 1.878
N 1.980 2.564 1.084
N 1.002 2.553 0.108
B 1.569 1.828 2.412
N 0.095 1.625 2.117
N -1.454 0.817 0.557
C -2.489 1.376 1.215
C -3.905 1.041 0.832
C -2.189 2.220 2.230
C -0.831 2.387 2.624
C -0.493 3.460 3.619
N 2.084 0.400 2.486
N 1.403 -0.522 1.724
C 1.892 -1.744 2.047
C 1.430 -3.043 1.484
C 2.871 -1.580 3.007
C 2.970 -0.212 3.262
C 3.861 0.514 4.209
H -0.375 5.024 -1.319
H -0.459 3.381 -1.973
H 0.796 4.510 -2.517
H 2.501 5.412 -0.380
H 4.383 4.872 1.532
H 4.561 3.147 1.885
H 3.533 4.159 2.904
H 1.900 2.451 3.373
H -3.941 0.329 0.010
H -4.443 1.948 0.554
H -4.417 0.609 1.692
H -2.979 2.742 2.752
H -1.386 4.018 3.887
H 0.236 4.148 3.190
H -0.058 3.039 4.526
H 1.176 -2.977 0.430
H 0.551 -3.397 2.027
H 2.214 -3.787 1.600
H 3.451 -2.364 3.467
H 4.567 -0.180 4.659
H 3.283 0.980 5.009
H 4.419 1.301 3.701
C -0.493 -0.486 4.803
C -1.537 -0.963 3.836
C -2.829 -1.278 4.281
C -3.750 -1.784 3.389
C -3.349 -2.035 2.078
C -2.050 -1.711 1.724
N -1.193 -1.136 2.564
C -1.513 -2.127 0.384
C -2.001 -3.330 -0.112
C -1.503 -3.862 -1.280
C -0.551 -3.139 -1.972
C -0.124 -1.919 -1.482
N -0.544 -1.444 -0.294
C 0.833 -1.090 -2.282
C 1.091 -1.464 -3.580
C 1.993 -0.729 -4.339
C 2.597 0.336 -3.735
C 2.292 0.694 -2.412
C 3.059 1.873 -1.913
N 1.388 -0.001 -1.694
H -0.946 0.021 5.654
H 0.225 0.176 4.324
H 0.056 -1.347 5.192
H -3.089 -1.127 5.321
H -4.760 -2.008 3.704
H -4.046 -2.454 1.365
H -2.739 -3.872 0.459
H -1.843 -4.823 -1.643
H -0.135 -3.545 -2.878
H 0.598 -2.312 -4.026
H 2.213 -1.000 -5.363
H 3.322 0.935 -4.268
H 4.057 1.840 -2.350
H 3.163 1.893 -0.840
H 2.593 2.790 -2.269
C 5.903 -0.340 0.273
C 4.509 -0.766 -0.112
N 4.420 -1.963 -0.740
O 3.520 -0.080 0.125
H 6.516 -0.204 -0.620
H 6.386 -1.101 0.887
H 5.859 0.596 0.822
H 5.240 -2.503 -0.957
H 3.532 -2.294 -1.075
C -2.667 -0.237 -3.021
P -1.865 1.340 -2.746
C -1.172 1.856 -4.307
C -3.146 2.506 -2.306
O -0.778 1.227 -1.691
H -3.596 -0.100 -3.577
H -2.894 -0.703 -2.060
H -2.015 -0.892 -3.601
H -1.869 1.638 -5.120
H -0.242 1.312 -4.478
H -0.970 2.927 -4.307
H -3.649 2.872 -3.203
H -2.715 3.353 -1.771
H -3.888 2.023 -1.674
*
```